Entry 1:
118
Properties=species:S:1:pos:R:3 method="wB97M-V/def2-TZVPD" homo_ev=-9.3 smiles=OCCO.OCCO.OCCO.OCCO.OCCO.OCCO.OCCO.OCCO.OCCO.OCCO.CCO.CCO fmax_ev_per_a=3.4 orbital_gap_ev=9.5 charge=0
C -1.35 -3.85 1.85
C -1.16 -4.41 3.24
O -2.26 -4.42 4.11
O -1.41 -2.44 1.85
H -2.26 -4.21 1.35
H -0.49 -4.08 1.22
H -0.25 -4.04 3.71
H -1.04 -5.49 3.09
H -3.00 -4.83 3.64
H -2.32 -2.17 1.74
C 0.73 -0.98 -4.84
C -0.36 -1.81 -5.61
O -1.47 -0.98 -5.91
O 1.54 -0.30 -5.80
H 1.38 -1.70 -4.35
H 0.38 -0.23 -4.14
H -0.73 -2.44 -4.80
H -0.01 -2.40 -6.46
H -1.12 -0.24 -6.41
H 2.06 0.36 -5.34
C 3.21 3.89 2.21
C 1.89 3.15 2.06
O 0.73 3.86 2.54
O 3.61 4.02 3.58
H 3.14 4.87 1.73
H 3.94 3.29 1.66
H 1.88 2.19 2.58
H 1.70 2.99 1.00
H 0.43 3.55 3.39
H 3.78 3.12 3.84
C 3.72 -1.64 -2.47
C 3.20 -1.58 -0.99
O 3.52 -2.71 -0.15
O 5.12 -1.43 -2.42
H 3.26 -0.82 -3.02
H 3.52 -2.56 -3.01
H 2.12 -1.63 -1.07
H 3.51 -0.68 -0.45
H 3.19 -3.50 -0.58
H 5.25 -0.50 -2.65
C 1.82 -1.41 2.52
C 2.98 -1.94 3.31
O 3.20 -1.13 4.50
O 0.61 -1.35 3.24
H 1.73 -1.94 1.57
H 2.14 -0.43 2.18
H 3.93 -2.18 2.83
H 2.71 -2.97 3.55
H 2.61 -1.36 5.22
H -0.13 -1.58 2.68
C -2.08 -0.04 5.81
C -1.47 1.20 5.13
O -0.07 1.05 4.75
O -2.29 -1.06 4.85
H -2.97 0.18 6.40
H -1.35 -0.46 6.49
H -1.42 2.09 5.76
H -2.00 1.64 4.29
H 0.05 0.21 4.30
H -1.63 -1.76 4.79
C -2.01 1.87 -4.32
C -2.20 2.84 -3.17
O -1.25 2.54 -2.17
O -2.78 2.34 -5.42
H -2.43 0.92 -3.99
H -1.00 1.73 -4.71
H -3.22 2.92 -2.80
H -2.00 3.85 -3.55
H -1.48 3.18 -1.48
H -2.51 1.88 -6.22
C 2.27 2.00 -2.96
C 3.21 2.87 -2.19
O 4.26 2.01 -1.75
O 2.86 1.38 -4.07
H 1.34 2.52 -3.21
H 1.75 1.27 -2.34
H 2.72 3.44 -1.40
H 3.59 3.54 -2.97
H 4.88 1.92 -2.48
H 2.80 2.15 -4.64
C -4.23 0.29 2.11
C -4.61 -0.61 0.95
O -4.02 -1.95 1.06
O -4.52 -0.22 3.36
H -4.73 1.25 1.95
H -3.14 0.25 2.03
H -4.34 -0.10 0.03
H -5.69 -0.69 0.86
H -4.44 -2.60 0.49
H -3.70 -0.52 3.74
C 1.04 -4.48 -1.18
C 0.06 -3.75 -2.19
O -0.19 -4.59 -3.33
O 2.36 -4.64 -1.64
H 0.73 -5.44 -0.77
H 0.96 -3.88 -0.28
H 0.45 -2.75 -2.39
H -0.82 -3.55 -1.59
H 0.53 -4.45 -3.96
H 2.54 -5.56 -1.87
C -2.88 5.83 1.21
C -2.38 4.40 0.86
O -1.70 4.48 -0.36
H -3.37 5.83 2.18
H -3.63 6.15 0.49
H -2.00 6.49 1.17
H -3.25 3.78 0.66
H -1.67 3.92 1.52
H -0.94 5.04 -0.18
C -0.24 0.60 0.35
C -0.76 -0.51 -0.59
O -0.64 -0.25 -1.97
H -0.83 1.51 0.37
H 0.82 0.83 0.23
H -0.27 0.24 1.38
H -1.83 -0.67 -0.51
H -0.38 -1.49 -0.32
H -1.06 0.61 -2.11

=====

Entry 2:
120
Properties=species:S:1:pos:R:3 method="wB97M-V/def2-TZVPD" homo_ev=-9.5 smiles=OCCO.OCCO.OCCO.OCCO.OCCO.OCCO.OCCO.OCCO.OCCO.OCCO.OCCO.OCCO fmax_ev_per_a=3.2 orbital_gap_ev=9.4 charge=0
C 1.93 -3.05 2.16
C 2.11 -3.16 3.64
O 2.17 -4.49 4.16
O 0.61 -3.40 1.70
H 2.76 -3.60 1.71
H 2.11 -2.00 1.90
H 1.46 -2.53 4.26
H 3.12 -2.80 3.89
H 1.44 -4.98 3.76
H 0.82 -3.76 0.83
C 4.85 0.70 -0.70
C 5.13 0.34 -2.17
O 4.45 1.13 -3.12
O 5.24 2.04 -0.43
H 5.17 -0.16 -0.10
H 3.76 0.71 -0.53
H 4.92 -0.71 -2.38
H 6.21 0.50 -2.30
H 4.73 2.04 -2.98
H 4.61 2.59 -0.90
C 2.42 -2.38 -3.54
C 3.67 -3.09 -4.03
O 3.98 -4.24 -3.27
O 2.62 -2.17 -2.13
H 1.43 -2.80 -3.72
H 2.36 -1.39 -4.02
H 4.48 -2.36 -3.93
H 3.54 -3.34 -5.08
H 3.54 -4.11 -2.42
H 1.74 -2.23 -1.71
C 1.36 2.99 -4.21
C 1.05 3.33 -2.77
O 2.28 3.17 -2.07
O 2.35 3.92 -4.68
H 0.45 3.25 -4.78
H 1.58 1.92 -4.30
H 0.28 2.68 -2.36
H 0.58 4.31 -2.69
H 3.03 3.61 -2.47
H 2.36 3.74 -5.63
C 2.89 1.34 4.92
C 1.60 2.09 4.68
O 0.50 1.17 4.56
O 3.54 1.13 3.66
H 2.80 0.45 5.54
H 3.52 2.08 5.43
H 1.56 2.71 3.78
H 1.36 2.71 5.55
H 0.49 0.87 3.64
H 4.47 0.92 3.77
C -3.72 -1.63 3.39
C -2.61 -2.29 4.20
O -2.11 -3.44 3.55
O -3.36 -0.81 2.26
H -4.45 -1.07 3.97
H -4.19 -2.47 2.88
H -2.97 -2.58 5.19
H -1.81 -1.57 4.41
H -1.22 -3.36 3.20
H -3.50 -1.30 1.45
C 0.55 -5.97 -1.32
C 0.30 -6.62 -2.68
O 0.92 -5.89 -3.74
O 0.60 -4.55 -1.41
H 1.55 -6.23 -0.98
H -0.15 -6.26 -0.53
H -0.77 -6.69 -2.92
H 0.74 -7.61 -2.81
H 1.18 -5.03 -3.36
H -0.27 -4.14 -1.58
C -3.44 2.92 -2.38
C -4.59 3.62 -1.68
O -5.43 2.72 -0.98
O -2.76 2.16 -1.38
H -2.88 3.62 -3.01
H -3.80 2.14 -3.06
H -5.20 4.15 -2.42
H -4.25 4.41 -1.01
H -4.84 2.34 -0.31
H -2.14 2.76 -0.92
C -2.80 -2.28 -1.45
C -3.66 -3.16 -0.58
O -4.78 -2.43 -0.07
O -1.82 -3.04 -2.17
H -2.30 -1.48 -0.89
H -3.34 -1.62 -2.13
H -3.07 -3.58 0.24
H -4.04 -4.08 -1.04
H -5.50 -3.06 -0.02
H -2.24 -3.48 -2.91
C 0.25 0.07 -0.79
C -0.43 0.55 0.50
O 0.12 -0.17 1.59
O 0.33 -1.36 -0.76
H 1.22 0.52 -0.97
H -0.39 0.35 -1.64
H -1.52 0.38 0.54
H -0.36 1.63 0.66
H 0.43 -1.00 1.21
H -0.34 -1.67 -1.39
C -3.97 2.43 2.77
C -2.52 2.51 3.15
O -1.92 3.69 2.57
O -4.16 1.80 1.49
H -4.50 3.38 2.62
H -4.56 1.82 3.46
H -2.00 1.63 2.76
H -2.40 2.53 4.23
H -1.42 4.14 3.26
H -3.91 0.87 1.61
C -0.09 6.34 -0.51
C -1.08 5.76 0.44
O -1.69 4.56 -0.03
O 1.21 5.79 -0.25
H 0.14 7.40 -0.41
H -0.45 6.09 -1.51
H -1.84 6.52 0.67
H -0.67 5.66 1.45
H -2.00 4.09 0.76
H 1.28 4.91 -0.65

=====

Entry 3:
119
Properties=species:S:1:pos:R:3 method="wB97M-V/def2-TZVPD" homo_ev=-10.1 fmax_ev_per_a=3.6 orbital_gap_ev=6.9 charge=+1
Ca -2.01 1.40 -1.48
O -0.08 0.68 -0.81
H 0.57 0.28 -0.25
O -1.15 2.40 -3.49
P -0.56 2.04 -4.83
N -1.46 0.84 -5.60
C -2.92 0.85 -5.48
C -0.92 -0.47 -5.99
N 0.97 1.49 -4.77
C 1.35 0.30 -3.96
C 2.05 2.49 -4.68
N -0.58 3.20 -6.02
C -0.20 2.91 -7.39
C -0.70 4.64 -5.72
H -3.27 1.02 -6.50
H -3.35 1.56 -4.78
H -3.28 -0.16 -5.27
H -1.17 -1.18 -5.21
H 0.09 -0.32 -6.36
H -1.41 -0.83 -6.91
H 0.51 -0.34 -3.69
H 2.03 -0.28 -4.57
H 1.74 0.59 -2.98
H 3.00 2.16 -4.26
H 2.33 2.84 -5.68
H 1.74 3.37 -4.11
H 0.86 3.12 -7.56
H -0.28 1.85 -7.61
H -0.82 3.51 -8.05
H -0.49 4.83 -4.66
H -1.76 4.89 -5.86
H -0.04 5.33 -6.25
O 0.25 -6.48 -2.76
P 0.76 -5.35 -1.95
N 2.33 -4.90 -2.29
C 2.93 -3.89 -1.41
C 3.22 -5.69 -3.12
N 0.76 -5.68 -0.27
C 1.83 -6.51 0.28
C -0.51 -6.08 0.32
N -0.11 -3.92 -2.07
C -0.31 -3.00 -0.98
C -0.37 -3.43 -3.41
H 2.53 -3.87 -0.39
H 2.65 -2.90 -1.78
H 4.01 -4.01 -1.42
H 3.09 -6.78 -3.01
H 4.28 -5.50 -3.04
H 2.89 -5.61 -4.16
H 1.59 -7.55 0.52
H 2.72 -6.57 -0.34
H 2.15 -6.04 1.22
H -0.75 -7.09 -0.03
H -0.57 -6.14 1.41
H -1.29 -5.40 -0.03
H 0.25 -3.38 -0.13
H 0.19 -2.02 -1.11
H -1.35 -2.68 -0.90
H -0.46 -4.29 -4.08
H 0.48 -2.86 -3.80
H -1.31 -2.89 -3.39
O 1.09 1.91 5.68
P 2.16 2.20 4.70
N 1.66 2.80 3.21
C 1.38 4.23 3.11
C 0.75 1.97 2.43
N 3.00 0.79 4.28
C 3.84 0.73 3.07
C 3.14 -0.37 5.16
N 3.32 3.28 5.23
C 3.03 4.15 6.40
C 4.63 3.35 4.64
H 0.78 4.41 2.22
H 2.30 4.82 3.13
H 0.84 4.60 4.00
H 0.96 0.91 2.46
H 0.74 2.23 1.36
H -0.25 2.30 2.72
H 3.45 -0.14 2.50
H 3.85 1.64 2.49
H 4.82 0.38 3.40
H 3.00 -1.20 4.46
H 4.11 -0.40 5.66
H 2.45 -0.30 6.00
H 2.84 3.48 7.25
H 3.98 4.61 6.65
H 2.11 4.71 6.23
H 5.17 4.23 5.02
H 4.64 3.44 3.56
H 5.37 2.61 4.98
O -2.96 1.25 0.65
P -3.29 0.78 2.03
N -2.54 1.74 3.22
C -2.69 3.19 3.08
C -2.36 1.32 4.62
N -2.72 -0.75 2.37
C -1.31 -1.10 2.30
C -3.64 -1.85 2.05
N -4.92 0.86 2.43
C -5.40 0.45 3.73
C -5.76 1.61 1.54
H -3.69 3.54 3.34
H -2.38 3.52 2.09
H -1.95 3.68 3.72
H -2.33 0.23 4.61
H -3.22 1.56 5.23
H -1.38 1.62 4.98
H -1.16 -2.17 2.38
H -0.88 -0.76 1.35
H -0.77 -0.55 3.08
H -4.68 -1.55 2.08
H -3.49 -2.25 1.04
H -3.47 -2.63 2.80
H -4.81 -0.36 4.15
H -5.46 1.27 4.44
H -6.38 -0.04 3.65
H -5.62 2.70 1.59
H -6.80 1.55 1.87
H -5.75 1.32 0.49

=====

Entry 4:
117
Properties=species:S:1:pos:R:3 method="wB97M-V/def2-TZVPD" homo_ev=-11.4 fmax_ev_per_a=3.3 orbital_gap_ev=8.4 charge=+1
O 0.54 -3.66 0.65
H 1.45 -3.58 0.94
H -0.05 -4.13 1.25
H 0.47 -3.97 -0.26
O -2.52 0.55 2.71
H -2.59 1.41 2.27
H -3.17 0.46 3.41
H -1.62 0.38 3.00
As 0.38 0.33 -0.13
F -0.28 1.39 1.17
F 1.35 -0.66 0.94
F 0.90 -0.74 -1.47
F -0.55 1.34 -1.38
F 1.77 1.43 -0.37
F -1.07 -0.76 0.14
C -4.21 1.70 -0.51
C -3.49 2.85 0.18
O -3.51 2.64 1.53
H -4.15 1.86 -1.59
H -5.25 1.50 -0.24
H -3.72 0.73 -0.38
H -3.95 3.79 -0.10
H -2.45 2.83 -0.16
H -3.48 3.53 1.88
C 0.66 2.49 4.13
C -0.86 2.72 4.34
O -1.43 1.67 5.05
H 1.14 2.64 5.10
H 1.05 3.30 3.53
H 0.95 1.49 3.79
H -1.26 2.74 3.33
H -1.12 3.69 4.77
H -1.08 1.74 5.94
C -2.63 -0.59 -3.53
C -3.95 -1.32 -3.60
O -3.77 -2.39 -4.48
H -2.70 0.33 -2.95
H -2.28 -0.42 -4.55
H -1.87 -1.28 -3.16
H -4.78 -0.73 -3.98
H -4.27 -1.71 -2.63
H -4.53 -2.95 -4.32
C -3.86 -3.63 0.24
C -2.78 -3.60 1.30
O -1.90 -4.71 1.05
H -4.41 -4.57 0.28
H -3.50 -3.46 -0.78
H -4.59 -2.85 0.48
H -3.07 -3.83 2.33
H -2.16 -2.70 1.30
H -2.30 -5.56 1.24
C 3.02 5.00 -0.10
C 3.79 4.07 -1.07
O 4.01 4.79 -2.34
H 3.63 5.84 0.22
H 2.64 4.51 0.80
H 2.14 5.34 -0.65
H 3.20 3.17 -1.21
H 4.72 3.82 -0.56
H 4.75 5.37 -2.18
C -1.21 -4.92 -2.99
C -0.01 -3.95 -2.94
O 0.91 -4.41 -1.96
H -2.08 -4.58 -3.54
H -1.50 -5.02 -1.94
H -1.04 -5.93 -3.36
H -0.33 -2.94 -2.69
H 0.46 -4.00 -3.93
H 1.33 -5.22 -2.26
C 4.22 -1.61 -3.24
C 3.19 -2.44 -3.92
C 2.10 -1.60 -4.58
O 3.82 -3.12 -4.97
H 3.64 -0.85 -2.73
H 4.90 -1.13 -3.95
H 4.88 -2.22 -2.62
H 2.64 -3.13 -3.28
H 2.53 -0.90 -5.29
H 1.52 -0.97 -3.91
H 1.40 -2.25 -5.09
H 3.18 -3.60 -5.51
C -1.21 4.89 -1.84
C -1.41 4.31 -3.22
C -0.03 3.93 -3.81
O -2.26 3.17 -3.09
H -0.61 5.81 -1.80
H -0.69 4.17 -1.21
H -2.18 5.08 -1.39
H -1.99 5.01 -3.82
H 0.31 2.95 -3.49
H 0.76 4.61 -3.48
H -0.12 3.88 -4.90
H -1.78 2.61 -2.46
C 0.35 -1.34 5.50
C -0.53 -1.93 4.33
C -1.95 -2.19 4.76
O -0.54 -0.98 3.29
H 1.40 -1.17 5.27
H 0.48 -1.94 6.41
H -0.03 -0.37 5.83
H -0.11 -2.87 4.00
H -2.07 -2.98 5.50
H -2.57 -2.24 3.86
H -2.28 -1.26 5.21
H 0.33 -1.00 2.86
C 3.64 -0.26 3.52
C 4.41 0.06 2.20
C 4.67 1.55 2.06
O 5.61 -0.64 2.29
H 3.40 -1.32 3.58
H 2.71 0.31 3.47
H 4.20 0.00 4.42
H 3.88 -0.35 1.34
H 5.39 1.93 2.78
H 3.74 2.11 2.22
H 4.96 1.74 1.03
H 6.18 -0.15 2.89